Entry 1:
Below is one molecule with the formula C3H6N4 in a non-equilibrium geometry, with properties calculated with the ωB97M-V functional and the def2-TZVPD basis.

Calculated values
SMILES: C#C/C(=N/N)NN
E_tot, Ha: -336.69053
LUMO level, eV: 0.38
HOMO-LUMO gap, eV: 9.73
M, g/mol: 98.1
Net charge: 0
Multiplicity: 1

The geometry in XYZ format:
```
13
C3H6N4, DFT the ωB97M-V functional and the def2-TZVPD basis
N 1.8609 -1.1492 0.1966
N 1.1627 1.6126 0.3950
N 0.2470 1.1781 -0.6015
N 0.3419 -1.3521 -0.0614
C -2.8940 -0.1141 0.2878
C -0.2217 -0.2645 -0.2253
C -1.6377 -0.2432 -0.1281
H 2.3149 -0.5058 -0.4815
H 2.0798 -2.0399 -0.1740
H 1.1413 1.3262 1.5463
H 2.0191 1.1631 0.2582
H -3.8774 -0.1906 0.6038
H -0.4442 1.9521 -0.8604
```

Atomic partial charges in e from the Löwdin method, atoms 1 to 4: N 0.018; N -0.093; N -0.061; N 0.082

Entry 2:
Below is a 2-piece molecular cluster, C3H6N4O overall in a non-equilibrium geometry, with properties calculated with the ωB97M-V functional and the def2-TZVPD basis.

Calculated values
E_tot, Ha: -411.88405
LUMO level, eV: -2.82
HOMO-LUMO gap, eV: 6.39
M, g/mol: 114.1
Net charge: 0
Multiplicity: 1

The geometry in XYZ format:
```
14
C3H6N4O, DFT the ωB97M-V functional and the def2-TZVPD basis
O 0.0575 2.1411 -0.5075
N 2.0847 0.8329 0.2212
N 2.5960 -0.4314 0.1137
N -1.9479 0.0464 0.5134
N 1.3232 -1.1491 -0.0582
C 0.8058 0.9013 -0.3509
C 0.3437 -0.2941 -0.5154
C -1.1677 -0.8091 -0.4147
H -1.7338 -0.7801 -1.2617
H 0.7098 2.7704 1.2247
H 1.3594 -2.1527 -0.4435
H -1.9788 0.9710 0.1540
H -0.9771 -1.8473 -0.0120
H -1.4747 -0.1991 1.3368
```

Atomic partial charges in e from the Löwdin method, atoms 1 to 4: O -0.108; N 0.030; N 0.050; N 0.026

Entry 3:
Below is one molecule with the formula C3H6N4O in a non-equilibrium geometry, with properties calculated with the ωB97M-V functional and the def2-TZVPD basis.

Calculated values
SMILES: [H]/N=c1\nc[nH]n1OC
E_tot, Ha: -411.94670
LUMO level, eV: 0.48
HOMO-LUMO gap, eV: 9.76
M, g/mol: 114.1
Net charge: 0
Multiplicity: 1

The geometry in XYZ format:
```
14
C3H6N4O, DFT the ωB97M-V functional and the def2-TZVPD basis
O 1.4465 -0.3787 -0.8643
N -0.1381 -0.1799 -0.8774
N -1.7871 0.8128 -0.0185
N -0.8949 -1.1709 -0.0219
N 0.3078 1.9932 -0.1683
C 1.9226 -0.2472 0.4820
C -2.1123 -0.3729 0.0327
C -0.4945 1.0528 -0.4147
H 0.9746 -0.7470 0.9248
H -0.9872 -2.3347 -0.3830
H -3.1544 -0.9183 0.0322
H 2.7326 -1.0425 0.4793
H 2.4512 0.7962 0.8016
H -0.2667 2.7371 -0.0045
```

Atomic partial charges in e from the Löwdin method, atoms 1 to 4: O -0.161; N 0.000; N 0.109; N 0.015

Entry 4:
Below is one molecule with the formula C3H6N4O in a non-equilibrium geometry, with properties calculated with the ωB97M-V functional and the def2-TZVPD basis.

Calculated values
SMILES: Cn1c(=O)ncn1N
E_tot, Ha: -412.03427
LUMO level, eV: 0.46
HOMO-LUMO gap, eV: 9.66
M, g/mol: 114.1
Net charge: 0
Multiplicity: 1

The geometry in XYZ format:
```
14
C3H6N4O, DFT the ωB97M-V functional and the def2-TZVPD basis
O 2.4231 0.0332 0.0361
N 0.6036 0.6297 -1.2863
N -1.1092 0.1161 -0.1405
N 0.0118 -0.2467 0.5894
N -2.2685 -0.6869 -0.3354
C -0.6268 0.7260 -1.2725
C 1.2328 0.0183 -0.1963
C 0.2247 -0.2799 1.9565
H -2.6445 -0.6899 0.6811
H -2.2905 -1.6055 -0.7229
H -0.1906 0.7476 2.3675
H 0.0175 -1.2204 2.6315
H -1.4042 0.9603 -2.1166
H 1.4799 0.0707 2.1539
```

Atomic partial charges in e from the Löwdin method, atoms 1 to 4: O 0.075; N 0.125; N -0.171; N -0.114

Entry 5:
Below is one molecule with the formula C3H6N4O in a non-equilibrium geometry, with properties calculated with the ωB97M-V functional and the def2-TZVPD basis.

Calculated values
SMILES: [H]/N=C\NC(=O)NN=C
E_tot, Ha: -411.97275
LUMO level, eV: -0.92
HOMO-LUMO gap, eV: 8.42
M, g/mol: 114.1
Net charge: 0
Multiplicity: 1

The geometry in XYZ format:
```
14
C3H6N4O, DFT the ωB97M-V functional and the def2-TZVPD basis
O -2.0673 0.1424 -1.1037
N 0.5647 -1.3874 0.5979
N 0.8303 2.5867 -1.7796
N 0.1582 0.6237 -0.7329
N -0.7938 -1.0234 0.5637
C -0.0989 1.8034 -1.4103
C 0.5811 -1.7545 2.0487
C -0.9785 -0.1514 -0.5185
H -1.1649 2.4051 -1.4084
H 1.8925 2.2748 -1.5599
H -1.3959 -1.6856 1.0700
H -0.4247 -2.0673 2.6969
H 1.1850 0.0687 -0.5169
H 1.7122 -1.8352 2.0531
```

Atomic partial charges in e from the Löwdin method, atoms 1 to 4: O -0.008; N -0.024; N 0.024; N 0.034

Entry 6:
Below is one molecule with the formula C3H6N4O in a non-equilibrium geometry, with properties calculated with the ωB97M-V functional and the def2-TZVPD basis.

Calculated values
SMILES: Nc1cc(N)n(O)n1
E_tot, Ha: -412.08105
LUMO level, eV: 0.70
HOMO-LUMO gap, eV: 8.77
M, g/mol: 114.1
Net charge: 0
Multiplicity: 1

The geometry in XYZ format:
```
14
C3H6N4O, DFT the ωB97M-V functional and the def2-TZVPD basis
O 2.3204 -0.8667 0.0977
N 1.0117 -0.4185 -0.1794
N 0.9553 0.7767 -0.7928
N -0.8485 2.2136 -1.2136
N -0.1122 -1.8619 1.3081
C -0.3221 1.0085 -0.6008
C -1.0732 0.1191 0.1564
C -0.0316 -0.7664 0.4537
H -2.0331 0.2416 0.4359
H -0.1798 2.7605 -1.8185
H 0.6521 -2.5894 1.1952
H -1.0255 -2.3323 1.3694
H 2.5615 -0.3786 0.9244
H -1.8751 2.0937 -1.3359
```

Atomic partial charges in e from the Löwdin method, atoms 1 to 4: O 0.046; N -0.187; N 0.129; N 0.063